Record 1
The following is a quantum chemistry calculation of a gas-phase ion, C3H3O2 (charge +1), from OMol25.

## Properties
**Electronic energy**: -266.1530 Ha
**Total charge**: +1
**Relative energy (zero: lowest compared OMol25 entry of this formula, charge and spin)**: 75.0 kcal/mol

Geometry as XYZ:
```
8
C3H3O2 | OMol25 | ωB97M-V/def2-TZVPD
C 0.641 0.694 0.190
C 0.603 -0.788 -0.495
C -0.455 -0.245 0.268
O 1.696 -0.098 0.266
O -1.724 -0.249 0.268
H 0.566 1.692 -0.044
H 0.888 -1.219 -1.436
H -2.215 0.214 0.983
```

Record 2
The following is a quantum chemistry calculation of a molecular structure, C3H3O2, from OMol25.

## Properties
**Electronic energy**: -266.1407 Ha
**Total charge**: +1
**Relative energy (zero: lowest compared OMol25 entry of this formula, charge and spin)**: 82.7 kcal/mol

Geometry as XYZ:
```
8
C3H3O2 | OMol25 | ωB97M-V/def2-TZVPD
C 0.649 0.266 0.106
C 1.326 -0.716 -0.094
C -1.558 0.383 -0.084
O -0.233 1.127 0.005
O -1.593 -0.720 0.106
H 1.980 0.239 0.501
H 1.762 -1.722 -0.009
H -2.333 1.142 -0.530
```

Record 3
The following is a quantum chemistry calculation of a molecular structure, C3H3O2, from OMol25.

## Properties
**2S+1**: 3
**Electronic energy**: -266.0667 Ha
**Total charge**: +1
**Relative energy (zero: lowest compared OMol25 entry of this formula, charge and spin)**: 23.2 kcal/mol

Geometry as XYZ:
```
8
C3H3O2 | OMol25 | ωB97M-V/def2-TZVPD
C 0.782 0.157 0.579
C -0.765 0.929 -0.267
C -0.178 -0.352 -0.334
O 0.719 1.454 0.482
O -0.457 -1.444 -0.974
H 1.293 -0.257 1.461
H -1.609 1.626 0.129
H 0.215 -2.113 -1.077
```

Record 4
The following is a quantum chemistry calculation of a molecular structure, C3H3O2Rh, from OMol25.

## Properties
**2S+1**: 5
**Electronic energy**: -376.1327 Ha
**Total charge**: +2
**Relative energy (zero: lowest compared OMol25 entry of this formula, charge and spin)**: 53.8 kcal/mol

Geometry as XYZ:
```
9
C3H3O2Rh | OMol25 | ωB97M-V/def2-TZVPD
C -1.817 0.144 -0.307
C -0.579 0.403 0.099
H -2.087 -0.820 -0.739
H -0.294 1.327 0.607
H -2.617 0.842 -0.056
O 0.372 -0.683 0.405
C 1.645 -0.419 0.556
O 2.480 -1.281 0.225
Rh 2.898 0.488 -0.790
```